19
Properties=species:S:1:pos:R:3:lowdin_charge:R:1 method="wB97M-V/def2-TZVPD" relative_energy_ev=7.2000 gap_ha=0.2306 charge=+1 lumo_energy_ev=-8.45 homo_ev=-14.727
H 0.855 4.361 -1.607 0.017
O -0.902 -2.155 -1.179 -0.031
H 0.947 -2.821 -0.575 0.138
H -0.161 -2.471 0.689 0.119
H 1.508 4.266 -1.266 0.008
H 0.004 1.170 1.860 0.140
H 1.379 -0.613 -1.123 0.123
N 0.147 1.460 -0.772 0.384
C 0.172 -2.125 -0.285 -0.233
H -1.640 1.344 1.240 0.143
C -0.798 0.667 1.321 -0.139
H -0.751 -2.745 -1.927 0.117
H -1.509 -0.509 2.698 0.152
H -1.201 0.021 -0.747 0.154
C -0.327 0.361 -0.189 -0.324
O -1.106 -0.567 1.813 0.003
H 1.495 -0.644 0.639 0.142
H 1.074 1.732 -0.380 0.121
C 0.816 -0.731 -0.209 -0.035